(1)
15
Properties=species:S:1:pos:R:3:nbo_charge:R:1 method="wB97M-V/def2-TZVPD" total_energy_ha=-780.5570 charge=-1 homo_ha=-0.1293 de_lowest_kj_mol=67.4 multiplicity=1
S -0.765 0.044 -2.239 -0.498
O 2.622 -1.590 0.004 -0.714
O 0.520 -2.054 0.110 -0.723
O -1.797 -0.660 0.073 -0.729
C -1.319 0.214 -0.642 0.359
C 1.239 0.031 1.055 -0.644
C -1.534 1.695 -0.259 -0.725
C 1.397 -1.148 0.502 0.617
H -0.426 -1.719 0.146 0.529
H -1.800 1.948 0.746 0.191
H -2.366 1.994 -0.953 0.222
H -0.626 2.226 -0.599 0.227
H 2.099 0.549 1.169 0.194
H 2.340 -1.925 -0.849 0.481
H 0.414 0.394 1.735 0.213

***

(2)
134
Properties=species:S:1:pos:R:3:lowdin_charge:R:1 method="wB97M-V/def2-TZVPD" total_energy_ha=-80456.4096 charge=0 homo_ha=-0.3091 multiplicity=1
I 2.673 1.286 -1.025 0.849
Br -0.684 7.108 -0.614 0.522
Br 14.492 8.405 -2.566 0.559
Br 10.247 6.784 -4.094 0.535
Br 10.253 6.431 0.063 0.550
Br -0.864 -11.729 -0.735 0.559
Br 7.595 8.081 0.770 0.555
Br -1.654 10.681 -0.692 0.542
Br 9.270 1.758 -2.150 0.554
Br -2.859 7.275 2.497 0.544
Br 14.478 8.002 0.612 0.551
Br 3.947 5.385 -1.977 0.547
Br -5.462 8.665 1.245 0.565
Br -5.602 5.638 2.287 0.652
Br 7.792 0.085 -4.448 0.561
Br 1.241 4.675 0.181 0.491
Br 7.895 8.927 -3.743 0.558
Br 10.210 9.616 -0.267 0.564
Br 0.542 0.072 -5.809 0.554
Br 1.580 -2.916 -5.308 0.561
Br 5.951 4.120 -4.136 0.575
Br -1.510 4.103 -1.358 0.564
Br 7.059 5.053 -1.291 0.532
Br 0.766 -9.071 -1.468 0.579
Br -2.193 9.126 -3.447 0.549
Br -3.344 12.085 -3.024 0.568
Br 15.040 5.506 -1.317 0.562
Br 2.888 -1.136 -7.627 0.568
Br 0.577 -10.043 1.578 0.575
Br 9.295 2.819 -5.171 0.539
Br 8.265 7.396 -6.534 0.566
Cl 2.137 0.116 2.243 0.711
P 0.651 -3.083 -0.391 0.951
O 2.991 -3.582 2.309 0.168
O -1.855 -5.951 2.990 -0.167
O -0.876 -2.576 2.323 -0.096
O 1.294 -2.276 3.239 -0.029
O 3.160 -1.321 -2.213 -0.031
O -2.324 0.812 3.463 -0.166
O -5.205 2.451 3.169 -0.129
O 1.553 -4.229 -1.239 -0.303
N 0.129 -1.937 -1.614 -0.131
C -0.050 5.346 -1.094 -1.599
C 14.116 7.193 -1.107 -1.638
C -5.885 -5.590 -1.013 -0.049
C -2.256 -6.619 1.784 -0.242
C -5.303 0.023 3.454 0.012
C -5.517 -1.338 2.922 -0.009
C -4.956 -4.032 -2.794 -0.078
C -5.262 -4.009 1.864 -0.067
C -5.475 1.184 2.592 -0.277
C 9.264 1.265 -4.021 -1.612
C -2.186 -4.542 2.918 -0.153
C -6.112 -0.371 0.698 -0.018
C 0.866 -0.926 1.381 -0.436
C -0.890 0.712 3.351 -0.198
C 2.055 -1.131 -5.881 -1.628
C -3.819 2.705 2.736 -0.178
C 3.138 -1.794 0.127 -0.170
C 1.747 -2.109 0.815 -0.448
C -0.405 -0.721 3.780 -0.055
C -5.907 -1.590 1.522 -0.138
C 0.630 -10.589 -0.277 -1.619
C -4.989 -4.289 -1.201 -0.517
C -6.090 -3.057 0.922 -0.431
C -4.791 7.377 2.524 -1.605
C 5.548 4.335 -2.258 -1.586
C -5.905 0.987 1.213 -0.001
C -0.848 -3.717 3.192 -0.129
C 9.529 8.102 0.723 -1.589
C -2.747 2.151 3.741 -0.175
C 8.455 7.293 -4.612 -1.625
C -1.920 10.846 -2.603 -1.615
C -1.199 -6.420 0.600 -0.071
C 3.024 -0.847 -1.124 -0.801
C 2.129 -2.768 2.219 -0.436
C 0.144 -1.623 2.606 -0.465
C -5.589 -2.971 -0.576 -0.134
C -7.638 -3.429 1.026 -0.043
C -3.458 -4.538 -0.814 -0.061
H -3.290 -6.286 1.490 0.085
H -3.658 3.825 2.647 0.055
H -0.016 -4.444 2.971 0.137
H -5.773 -3.984 2.874 0.093
H -4.982 0.173 4.509 0.116
H -5.356 -2.159 3.657 0.093
H -5.384 -6.244 -0.241 0.073
H -1.280 -1.220 4.288 0.137
H 9.870 8.212 1.747 -0.026
H -1.921 2.907 3.803 0.124
H 5.351 3.345 -1.859 -0.055
H 1.628 -3.910 -2.166 0.025
H 7.789 6.506 -4.269 -0.092
H -4.255 -3.547 2.020 0.066
H -3.010 -4.280 3.627 0.130
H -6.946 -5.381 -0.737 0.074
H -0.629 1.011 2.301 0.113
H 0.372 -0.626 4.590 0.130
H -6.043 1.881 0.551 0.117
H -3.330 -4.935 0.224 0.020
H 0.190 -0.358 0.697 0.109
H 10.179 0.713 -4.207 -0.029
H -5.816 -6.182 -1.972 0.084
H -7.685 -4.533 1.250 0.079
H -1.006 11.260 -3.016 -0.028
H -6.417 -0.490 -0.367 0.101
H -4.232 -4.778 -3.231 0.081
H -4.847 -2.149 -0.770 0.115
H 3.529 -2.774 -0.275 0.129
H -4.633 -2.973 -2.965 0.080
H 1.532 -11.179 -0.410 -0.031
H -6.004 -4.225 -3.161 0.086
H -3.225 2.133 4.769 0.140
H -8.206 -3.143 0.108 0.085
H 0.332 -0.970 -1.360 0.001
H -5.244 -5.082 1.559 0.074
H -0.449 -7.258 0.549 0.012
H 0.463 5.440 -2.046 -0.033
H -2.903 -5.113 -1.595 0.078
H -6.495 -2.709 -1.204 0.120
H -0.850 -2.076 -1.856 0.032
H -5.078 7.729 3.509 -0.029
H -0.764 -3.458 4.286 0.140
H 2.792 -0.758 -5.177 -0.038
H -1.757 -6.339 -0.370 0.054
H -0.363 1.451 4.026 0.126
H -0.719 -5.419 0.804 0.041
H -3.646 2.267 1.719 0.131
H -2.330 -7.737 1.931 0.119
H -8.033 -2.924 1.952 0.092
H -2.429 -4.346 1.838 0.087
H 3.931 -1.453 0.853 0.120
H 13.052 6.979 -1.139 -0.081
H -2.993 -3.503 -0.804 0.090

***

(3)
86
Properties=species:S:1:pos:R:3:lowdin_charge:R:1 method="wB97M-V/def2-TZVPD" total_energy_ha=-3004.9563 charge=0 homo_ha=-0.4058 multiplicity=1
F -15.628 29.610 10.974 0.115
F -10.621 18.150 18.160 0.069
F -5.411 21.941 12.628 -0.013
F -17.221 16.224 17.889 0.055
F -16.364 14.220 10.518 0.114
O -14.775 17.618 10.079 0.139
O -16.946 29.467 12.754 0.159
O -17.560 27.623 11.867 0.091
O -16.436 19.361 18.544 0.074
O -3.721 25.408 14.321 0.133
O -5.286 23.570 14.224 0.088
O -5.043 25.055 12.560 0.085
O -15.028 15.715 11.406 0.124
O -16.759 16.921 10.915 0.085
O -10.563 20.728 19.265 0.076
O -15.817 17.762 16.979 0.156
O -9.445 19.930 17.448 0.165
O -19.155 29.042 12.605 0.144
O -15.569 19.968 16.483 0.179
O -10.375 22.097 17.394 0.086
N -7.539 22.752 2.696 0.136
N -11.583 26.803 14.096 0.102
N -11.138 22.486 10.308 0.115
N -17.636 22.579 9.375 0.123
N -13.254 24.028 5.021 0.118
N -10.065 29.830 10.860 0.113
C -6.238 24.231 12.232 -0.011
C -11.574 27.346 15.115 -0.266
C -11.846 22.314 11.163 -0.299
C -17.985 28.741 12.417 -0.575
C -16.172 27.547 12.102 -0.054
C -15.444 16.842 10.758 -0.513
C -7.732 23.299 5.191 -0.083
C -9.568 18.965 18.422 -0.367
C -11.532 28.128 16.408 -0.059
C -13.679 23.021 5.357 -0.284
C -7.629 23.036 3.769 -0.291
C -15.827 19.118 17.289 -0.431
C -16.258 17.162 18.118 -0.372
C -15.803 29.029 12.167 -0.343
C -16.126 14.833 11.631 -0.330
C -17.051 18.180 18.896 -0.127
C -17.252 15.863 11.678 -0.080
C -9.818 19.642 19.734 -0.084
C -14.093 21.681 5.772 -0.076
C -6.125 23.046 13.220 -0.244
C -12.751 22.112 12.318 -0.054
C -9.980 28.908 10.169 -0.276
C -18.123 22.493 10.416 -0.273
C -9.934 27.766 9.220 -0.070
C -18.677 22.245 11.748 -0.081
C -4.628 24.772 13.773 -0.469
C -10.098 20.992 17.985 -0.414
H -18.850 23.100 12.401 0.077
H -13.983 21.518 6.844 0.082
H -9.846 26.799 9.715 0.074
H -9.030 27.968 8.645 0.076
H -17.092 17.730 19.888 0.146
H -12.804 21.039 12.500 0.080
H -12.270 22.582 13.176 0.080
H -17.426 16.188 12.704 0.138
H -15.483 16.743 18.760 0.174
H -10.546 28.372 16.804 0.079
H -12.146 27.531 17.082 0.075
H -18.144 15.456 11.203 0.146
H -6.034 23.861 11.227 0.133
H -19.644 21.743 11.702 0.079
H -14.948 29.084 12.840 0.172
H -11.988 29.096 16.199 0.074
H -7.251 24.629 12.165 0.135
H -18.014 21.628 12.356 0.077
H -8.681 18.334 18.366 0.172
H -7.107 22.644 13.469 0.163
H -10.354 18.996 20.430 0.152
H -8.801 19.869 20.051 0.145
H -13.531 20.847 5.353 0.079
H -8.739 23.602 5.479 0.080
H -7.068 23.956 5.753 0.078
H -10.812 27.690 8.579 0.082
H -15.752 26.936 11.302 0.147
H -15.089 21.506 5.364 0.080
H -13.708 22.565 12.058 0.078
H -7.541 22.420 5.808 0.079
H -16.100 14.101 12.438 0.176
H -16.019 27.023 13.045 0.142
H -18.087 18.217 18.559 0.145

***

The HOMO-LUMO gap results, record by record, are as follows: 7.24 7.97 10.84 eV.